57
Properties=species:S:1:pos:R:3:forces:R:3 method="wB97M-V/def2-TZVPD" total_energy_ev=-65328.1751 total_charge=+2 lumo_energy_ev=-5.4
I -8.971594 -3.310843 0.380600 0.0660 0.0251 0.0000
Sc -0.680077 -0.328145 0.177600 0.0033 -0.1494 0.1737
O -0.631289 1.315749 1.805176 0.0130 0.0992 0.1074
O 1.446209 0.519535 0.002062 0.0478 0.0702 0.0323
O -2.689411 -0.104611 0.924381 0.1428 0.0212 -0.0172
O -0.218332 -1.220897 2.198331 0.0084 0.0202 -0.0575
O -0.879708 1.717893 -0.690297 -0.0898 0.0572 -0.0397
O -2.207277 -1.530028 -0.624789 0.0334 -0.0119 0.0139
O 0.332014 -2.383232 -0.016011 -0.0553 -0.0340 -0.0369
O 0.254711 -0.752076 -1.955699 0.0090 -0.0271 -0.1063
C 0.334901 2.371036 -1.108388 0.1010 -0.0394 -0.0053
C -0.856607 0.849643 3.145069 -0.0182 -0.0883 -0.0175
C -1.767043 2.539254 0.104854 -0.0398 -0.0546 0.0327
C -6.114090 -3.118607 -0.575351 -0.0203 -0.0243 -0.0094
C -5.377659 -1.029259 1.114127 0.0320 0.0132 0.0115
C 0.404779 -3.060928 -1.289637 0.0151 0.0460 -0.0531
C -4.451170 -1.577116 0.225379 0.0171 -0.0091 -0.0321
C 2.320864 -0.229206 -0.864747 -0.0317 -0.0759 -0.0329
C 0.133531 -3.270252 1.095335 -0.0304 0.0416 0.0623
C -1.244689 2.590812 1.530873 0.0018 -0.0055 -0.0619
C -7.033733 -2.568684 0.315248 -0.0257 -0.0113 -0.0088
C 0.030380 -0.349299 3.318631 -0.0092 0.0910 0.0104
C -4.826568 -2.622801 -0.619982 0.0020 0.0096 -0.0142
C 0.488977 -2.468198 2.314860 0.0316 -0.0483 -0.0744
C 1.634475 -0.412169 -2.201894 0.0143 0.0594 0.0378
C -6.665931 -1.522783 1.158927 -0.0405 0.0076 0.0250
C 1.479199 1.949298 -0.200402 -0.0623 0.0602 0.0042
C -3.094557 -1.054601 0.174644 -0.0717 0.0081 -0.0200
C -0.086487 -2.093927 -2.358197 -0.0275 -0.0382 0.0411
H -7.387923 -1.100258 1.843365 0.0040 -0.0002 0.0027
H 2.121383 -1.192752 -2.785907 0.0153 -0.0107 0.0177
H 1.390826 2.397079 0.785860 0.0059 -0.0213 0.0036
H 0.356608 -2.316993 -3.327945 0.0082 0.0021 0.0037
H 3.278523 0.281773 -0.962373 -0.0037 0.0102 -0.0054
H 1.562429 -2.264887 2.353922 -0.0080 0.0153 0.0201
H -4.108659 -3.038403 -1.313849 0.0014 -0.0012 0.0024
H 2.482077 -1.183262 -0.369276 0.0027 0.0102 0.0096
H 1.651413 0.500061 -2.795847 -0.0114 -0.0157 -0.0138
H -0.494710 3.370719 1.677658 0.0031 -0.0118 0.0165
H 0.181072 -2.981247 3.226767 -0.0060 0.0015 -0.0013
H -1.910012 0.584030 3.252347 0.0010 0.0197 -0.0021
H 2.438874 2.243267 -0.626180 -0.0001 -0.0060 -0.0107
H 0.498624 2.079882 -2.142487 -0.0239 -0.0043 0.0028
H -0.223623 -3.951881 -1.274368 -0.0095 0.0030 0.0040
H -6.409956 -3.926751 -1.229186 0.0013 0.0004 -0.0014
H -5.082115 -0.217513 1.765036 -0.0067 -0.0008 0.0004
H 0.204482 3.453105 -1.079202 -0.0070 0.0007 0.0007
H -0.911105 -3.592368 1.112476 0.0073 -0.0103 -0.0238
H -1.846210 3.528712 -0.342890 0.0093 0.0076 0.0155
H -0.205729 -0.872983 4.245767 -0.0061 0.0044 0.0029
H -2.069955 2.767943 2.220845 -0.0112 -0.0007 -0.0075
H 1.086306 -0.067124 3.315296 0.0032 -0.0261 -0.0043
H -0.590097 1.625315 3.864241 0.0165 -0.0063 0.0060
H 0.783703 -4.141437 1.007441 0.0064 0.0009 0.0051
H -2.731241 2.044839 0.065342 -0.0088 0.0321 -0.0184
H -1.165201 -2.116113 -2.445372 0.0051 0.0056 -0.0087
H 1.443000 -3.363810 -1.443784 -0.0047 -0.0104 0.0185


58
Properties=species:S:1:pos:R:3:forces:R:3 method="wB97M-V/def2-TZVPD" total_energy_ev=-61702.1017 multiplicity=2 s_squared=0.7573 total_charge=+1 lumo_energy_ev="-2.6 / -3.4"
In 0.056100 -0.437000 0.336400 -0.5709 0.1281 0.0918
S -0.028300 2.100100 2.519500 -0.3407 0.9214 1.0954
S -0.837300 -1.332500 3.555900 0.1667 -0.1167 0.7622
O 1.941900 -0.101700 1.938900 -0.7605 -0.2986 0.1229
O -0.384400 1.796500 1.083700 0.0333 -1.1025 -1.5251
O 7.852300 2.168300 1.419300 -0.2967 0.3045 -0.1698
O 7.484900 0.068200 2.288500 -0.3954 -0.2048 0.0196
O 2.320700 -0.053500 -0.223700 -1.7936 -0.4338 -1.4009
N -0.688100 -2.249800 -1.295100 0.4421 -0.0254 0.8950
N -2.162200 0.071000 -0.606600 0.3085 0.1872 0.6508
N 0.203700 0.240800 -2.090500 0.5255 0.2848 0.7981
C -1.991400 1.205400 -1.489300 0.0907 0.4011 -0.4524
C 5.532900 2.555600 0.667600 0.3721 0.0028 0.1334
C -1.656800 2.543800 3.258300 0.3247 0.0457 -0.1682
C 0.476200 -2.253300 -2.160100 0.4109 -0.0176 -0.4040
C 4.055800 0.690600 1.139300 -0.1624 0.0879 -0.1020
C 0.687900 -0.891600 -2.867100 0.1451 -0.6169 -0.2034
C 4.280900 1.950300 0.608200 -0.0940 -0.1451 0.0238
C 6.544400 1.834500 1.252000 -0.3360 -0.6097 0.1618
C -1.972300 -2.025500 -1.932400 -0.4561 0.2729 0.0921
C -1.369500 -1.243400 2.118400 0.4706 0.3191 -1.3015
C -2.854600 -1.115600 -1.064200 -0.0745 -0.4635 -0.2922
C 5.079200 -0.035700 1.754200 0.1964 0.0857 0.0587
C 2.674900 0.120800 0.962700 1.5351 0.4915 1.0059
C -1.883800 4.007900 2.931800 0.0836 0.1165 0.0843
C -0.539300 4.679100 3.184800 -0.1865 0.0629 -0.0183
C 0.494100 3.863800 2.424200 0.1047 -0.2139 0.3444
C 8.465800 1.058700 2.046300 1.1901 -0.1046 0.2566
C 6.318700 0.556700 1.780100 -0.0882 0.5037 -0.2044
C -0.955700 0.949700 -2.599100 -0.7085 0.2900 0.0435
H 1.498800 3.948000 2.831400 0.0638 -0.0234 -0.0319
H -3.128000 -1.681100 -0.170600 -0.0815 0.0895 -0.0194
H -2.509600 -2.967700 -2.081800 0.0644 0.1043 -0.1433
H -2.600000 0.387600 0.248600 0.0093 0.0061 0.1025
H -2.166900 4.115700 1.884300 -0.0532 0.0293 -0.0459
H 0.203400 -0.913500 -3.849400 0.0911 0.1201 0.1188
H -1.418400 0.383300 -3.409500 0.1359 0.0225 0.0221
H 5.707400 3.537300 0.263300 0.0368 0.1645 -0.0668
H -2.931900 1.530000 -1.955400 0.0682 -0.0238 0.0626
H -0.318400 4.646800 4.252600 0.0126 0.1251 0.0371
H -0.540300 5.719500 2.860700 0.1020 0.0014 0.0511
H -2.401000 1.872000 2.836800 0.1112 -0.1867 0.0096
H 0.967200 0.881100 -1.918300 0.0873 0.0250 -0.1180
H -1.612000 2.010600 -0.854200 -0.1831 0.0095 -0.1283
H 9.249200 0.651800 1.385700 -0.2731 0.0896 0.1498
H -0.709100 -3.095900 -0.735500 0.0060 0.0416 -0.0697
H 1.340800 -2.441000 -1.518200 0.0064 -0.1365 -0.1211
H 8.911700 1.376600 3.000400 -0.1637 -0.0676 -0.2116
H -1.577600 2.372800 4.329100 0.0217 -0.0487 0.1339
H -2.671200 4.442300 3.547100 -0.0457 -0.0583 -0.0286
H -0.677100 1.924900 -3.011700 -0.0043 -0.1412 -0.0508
H 0.424000 -3.039700 -2.926300 0.1060 0.0914 0.1109
H -3.769000 -0.874400 -1.620800 0.0223 -0.0030 0.0663
H 4.908000 -1.015400 2.167600 0.0008 -0.1303 0.0807
H -1.808500 -1.569200 -2.906700 -0.0279 -0.1481 -0.0384
H 0.511300 4.102600 1.362300 -0.0388 -0.1623 -0.0713
H 3.464700 2.473100 0.133400 -0.0789 0.0550 -0.0992
H 1.762900 -0.786100 -3.027600 -0.1316 0.0027 -0.0995


52
Properties=species:S:1:pos:R:3:forces:R:3 method="wB97M-V/def2-TZVPD" total_energy_ev=-29279.8502 smiles="COCCN(CCOC)Cc1c(C)[nH]c2c(C)c(C)ccc2c1=O" lumo_energy_ev=0.6
O -0.654644 -2.740070 0.878326 -0.0498 -0.0156 -0.0329
O 0.660136 0.382235 -2.155961 0.1049 0.2096 0.1510
O 4.628423 1.147154 0.003634 -0.1075 -0.2014 -0.1649
N 2.582042 -0.929762 -0.037378 0.0997 -0.1237 0.0415
N -1.011817 1.271500 0.547414 0.0472 0.5135 -0.1114
C 0.213016 0.730237 0.771315 0.0382 -0.2696 0.1672
C -2.152634 0.524148 0.424861 -0.3851 -0.6157 0.0538
C 5.184635 2.308281 0.557835 0.0532 0.0442 0.0439
C -0.491301 -0.291511 -2.596029 -0.0408 -0.0714 -0.0428
C 1.857548 -0.348503 -2.318530 0.1472 -0.3265 -0.0933
C 3.990782 -1.148948 0.198578 0.1679 0.4014 0.2377
C 0.369497 -0.613473 0.918989 0.0538 -0.1769 0.1407
C -2.057615 -0.865653 0.570062 -0.1809 0.1579 -0.0492
C -3.390887 1.141397 0.161246 -0.0322 0.0734 -0.0193
C -3.431844 2.637936 0.005470 -0.0184 -0.2236 0.0266
C -5.877780 0.948104 -0.226728 0.0541 0.0182 0.0081
C -3.216140 -1.634487 0.452722 0.0119 0.0812 0.0058
C 1.733292 -1.221388 1.109223 -0.0786 0.0159 0.0071
C -4.424290 -1.034481 0.202397 0.0768 -0.1423 0.0204
C 1.350954 1.689998 0.866596 -0.0616 0.0405 -0.0648
C -4.527723 0.352436 0.051599 0.1982 0.0334 0.0199
C -0.760951 -1.515963 0.806324 0.1019 0.1430 0.0427
C 4.650317 0.048422 0.885998 0.0092 -0.3042 -0.0704
C 2.076284 -1.469798 -1.286682 -0.1178 0.4524 -0.3509
H -4.437384 2.986163 -0.200009 -0.0302 0.0857 -0.0168
H 5.690597 -0.207110 1.145620 -0.1043 0.0315 0.0169
H 2.659648 0.385443 -2.207519 0.0414 -0.1208 -0.0649
H 2.209225 -0.805393 2.001380 0.0278 -0.0389 0.0205
H -5.316003 -1.637918 0.117090 -0.0941 -0.0545 -0.0112
H -3.088953 3.129293 0.917342 0.0312 0.1243 0.0341
H 2.774686 -2.198380 -1.716771 -0.0507 -0.0224 0.0493
H -5.881495 1.477612 -1.178827 -0.0771 0.0746 -0.0373
H 5.110771 3.084554 -0.201044 0.0418 0.0619 0.0609
H -2.794076 2.955823 -0.821095 0.0411 0.1226 -0.0516
H 4.176913 -2.048071 0.811130 0.0351 -0.0015 -0.0873
H -1.069168 2.266129 0.388765 0.0554 -0.1572 0.0395
H 4.123524 0.303574 1.817258 0.0289 -0.0119 -0.0167
H 1.695184 1.758834 1.898943 0.0304 0.0253 0.0747
H 1.891731 -0.771928 -3.334147 -0.0127 0.0496 0.0069
H 4.639298 2.623726 1.456919 0.0069 0.0124 -0.0127
H -0.391071 -0.597046 -3.645711 -0.0124 0.0102 0.0178
H 1.603339 -2.305450 1.260578 0.0506 0.1746 0.0636
H -6.163240 1.649274 0.556648 -0.0827 0.0783 -0.0039
H 2.174909 1.329616 0.255058 0.0623 0.0329 -0.0150
H -6.630775 0.165768 -0.271633 -0.0565 -0.0107 -0.0083
H 6.238820 2.158627 0.824957 -0.0284 0.0348 -0.0032
H -0.716147 -1.177375 -1.993180 -0.0077 -0.0095 -0.0075
H 4.489264 -1.275240 -0.764083 0.0374 -0.0676 0.0471
H 1.134121 -1.991321 -1.107358 0.0207 -0.1045 -0.0530
H -1.318598 0.410605 -2.504045 -0.0630 -0.0528 -0.0158
H 1.058256 2.681988 0.529879 -0.0133 0.1093 0.0001
H -3.125710 -2.703956 0.565752 0.0306 -0.0894 0.0071


61
Properties=species:S:1:pos:R:3:forces:R:3 method="wB97M-V/def2-TZVPD" total_energy_ev=-85034.4351 multiplicity=2 s_squared=0.7582 lumo_energy_ev="-0.2 / -0.6"
Te -0.133366 -0.074864 -2.881355 0.1707 0.0267 -0.1107
Pd 0.468002 0.453183 -0.343900 -0.0799 -0.1163 0.1397
S 4.010554 1.330274 -0.121006 0.0056 0.1356 -0.1631
S 1.712197 -2.039335 0.372045 0.1315 0.3033 -0.1448
P -1.933136 -0.753412 -1.482915 0.0711 0.3995 0.5054
Si 0.182509 2.721296 -0.853720 0.1079 0.2316 -0.1459
O -1.886331 0.175325 -0.282194 -0.0396 -0.4544 -0.2894
O -3.377891 -0.750772 -2.160568 -0.0005 0.0393 0.0009
O -1.768138 -2.279128 -1.112636 -0.0346 -0.0966 -0.1915
O 0.419607 0.738354 1.861579 0.0575 0.0709 0.0512
O 4.428168 1.696696 -1.444925 0.0123 -0.0441 0.0496
O 3.793317 2.385506 0.826908 0.0144 -0.0205 0.0413
N -0.459891 -0.016583 2.478342 -0.0544 0.0421 -0.0315
N 2.679827 0.349882 -0.193443 -0.1614 0.0588 0.0773
C -2.289031 -1.573495 3.809764 0.0059 -0.0129 -0.0125
C 1.390558 3.280831 -2.166741 -0.0631 -0.0089 0.0041
C 6.405541 0.150438 0.861535 0.0166 0.0507 -0.0088
C 0.574554 3.543153 0.779359 -0.0189 0.0290 -0.1022
C 4.921145 -2.231525 1.164117 -0.0957 0.0449 -0.0330
C 5.066732 0.078686 0.538951 -0.0408 -0.0944 0.0055
C -3.967035 0.513786 -2.531003 -0.0157 0.0021 -0.0082
C 2.916800 -0.865680 0.260845 -0.3291 -0.4148 0.0658
C -2.835371 -3.081805 -0.562506 -0.0153 0.0667 0.0777
C 4.323367 -1.079522 0.681008 0.2547 0.0905 0.0072
C -0.051146 -1.146127 3.084912 0.0389 -0.0011 0.0141
C 7.002428 -1.005025 1.348042 -0.0428 -0.0539 0.0096
C -3.469981 -3.926346 -1.642559 0.0118 0.0003 0.0007
C 6.266903 -2.179717 1.494515 0.1012 -0.0067 0.0306
C -1.751608 0.358803 2.512551 -0.0111 -0.0029 0.0023
C -0.953352 -1.940981 3.756487 -0.0138 -0.0032 0.0207
C -2.683857 -0.405146 3.177749 0.0026 -0.0150 0.0123
C -5.300948 0.233947 -3.177295 0.0010 -0.0019 0.0005
C -1.561939 3.184957 -1.354269 0.0679 -0.1046 0.0055
H -3.568551 -2.434784 -0.076704 0.0004 -0.0014 0.0085
H -3.008424 -2.186376 4.334747 0.0007 0.0008 0.0018
H -4.203655 -4.603126 -1.201350 -0.0008 0.0070 0.0082
H -5.776876 1.173028 -3.461283 0.0031 0.0006 -0.0023
H 6.966835 1.067116 0.740063 -0.0112 0.0024 -0.0046
H 0.474574 4.621091 0.602588 0.0178 -0.0063 0.0050
H 1.333946 4.372256 -2.242751 -0.0079 -0.0023 0.0491
H -2.710652 -4.521950 -2.148611 -0.0027 -0.0030 0.0020
H 2.425477 3.016009 -1.949475 -0.0373 -0.0286 0.0200
H -1.829709 2.744787 -2.314214 -0.0043 0.0013 0.0083
H -3.971556 -3.297011 -2.375700 0.0076 -0.0048 -0.0120
H -3.713088 -0.077064 3.187686 0.0010 0.0029 -0.0006
H -5.960934 -0.292175 -2.487473 0.0011 -0.0017 -0.0005
H 4.338215 -3.136748 1.269577 0.0016 -0.0064 0.0023
H -4.070718 1.125828 -1.633895 0.0056 -0.0035 0.0018
H -2.296744 2.881575 -0.608704 0.0060 -0.0176 0.0006
H 6.759916 -3.066221 1.871950 -0.0104 -0.0021 -0.0018
H 8.050719 -0.995280 1.615415 0.0022 0.0055 -0.0032
H 1.001998 -1.353035 2.977098 -0.0215 -0.0026 0.0072
H -0.595674 -2.842390 4.232583 0.0001 0.0005 -0.0006
H 1.126693 2.866398 -3.140328 0.0013 0.0012 -0.0040
H -3.288866 1.023854 -3.219836 -0.0037 -0.0084 -0.0009
H -1.592254 4.274609 -1.453980 -0.0013 0.0087 0.0244
H -5.174972 -0.374263 -4.072614 -0.0008 -0.0024 0.0031
H 1.593017 3.343246 1.110072 -0.0120 -0.0463 -0.0009
H -1.970789 1.266364 1.975359 0.0091 -0.0053 0.0077
H -0.114556 3.257464 1.571773 -0.0036 -0.0272 -0.0073
H -2.362578 -3.698849 0.200335 0.0048 -0.0007 0.0081


Record-wise energy above the lowest of the compared OMol25 structures with the same formula, charge and spin values, in kcal per mole: 0.4, 9.9, 56.6, 0.0